# 1
DFT (ωB97M-V with the def2-TZVPD basis set) results for a 13-piece molecular cluster, C5H38N2O13 overall.

XYZ file:
```
58
Properties=species:S:1:pos:R:3:lowdin_charge:R:1
N 1.18 -0.65 1.15 0.040
C 1.56 0.71 0.69 -0.400
C 2.29 1.44 1.81 -0.072
C 0.30 1.53 0.27 -0.186
N -0.58 0.70 -0.57 -0.078
C -1.69 1.47 -1.15 -0.182
C -2.59 0.52 -1.93 -0.222
O -1.94 0.05 -3.09 -0.088
H -1.22 -0.61 -2.85 0.109
H 0.58 -0.60 2.00 0.063
H 0.59 -1.11 0.47 0.029
H 2.23 0.57 -0.21 0.148
H 3.15 0.82 2.17 0.080
H 1.64 1.70 2.73 0.093
H 2.74 2.39 1.45 0.086
H -0.25 1.87 1.17 0.106
H 0.68 2.47 -0.23 0.118
H 0.07 0.35 -1.33 0.091
H -1.34 2.30 -1.82 0.105
H -2.27 1.94 -0.27 0.156
H -2.86 -0.30 -1.32 0.091
H -3.49 1.02 -2.32 0.133
H -0.52 -1.88 3.16 0.024
H -1.48 -0.82 3.82 0.029
O -0.52 -1.04 3.72 -0.130
H -2.79 -0.40 2.43 -0.037
H -2.54 0.87 3.22 0.057
O -2.94 -0.05 3.29 -0.084
H 1.61 -1.73 -2.00 0.016
H 1.20 -0.45 -2.76 0.004
O 0.83 -1.24 -2.33 -0.105
H 0.21 2.97 -3.23 0.020
H 1.20 4.08 -2.81 0.012
O 0.85 3.29 -2.55 -0.039
H 0.98 1.19 -4.11 0.021
H 1.79 1.67 -2.97 -0.006
O 1.74 0.95 -3.55 -0.032
H -0.86 1.77 4.38 0.036
H -0.44 0.73 3.38 -0.003
O -0.83 1.61 3.46 -0.049
H -1.58 -1.89 1.50 0.012
H -1.54 -0.63 0.51 0.032
O -2.15 -1.23 1.04 -0.094
H 2.81 -3.29 -0.86 0.049
H 2.66 -1.99 -0.13 0.044
O 2.86 -2.37 -1.01 -0.018
H 2.23 -2.09 2.18 0.001
H 1.91 -2.27 3.62 0.061
O 2.11 -2.79 2.83 -0.050
H -0.36 -3.13 1.01 -0.001
H 0.52 -3.19 2.24 0.036
O -0.42 -3.10 1.96 -0.084
H -1.16 1.29 -3.88 0.048
H -1.06 2.09 -5.22 0.080
O -0.61 1.97 -4.38 -0.076
H -0.24 -2.18 -1.30 -0.047
H -1.61 -2.56 -0.79 0.090
O -0.64 -2.74 -0.69 -0.039
```

The calculation puts the frontier orbital gap at 9.913 eV. The calculation puts the calculated total energy at -35401.28034 eV. The strongest force on any atom comes out at 3.60 eV/A. The value obtained for the energy above the lowest of the compared OMol25 structures with the same formula, charge and spin is 105.4 kJ/mol.



# 2
DFT (ωB97M-V with the def2-TZVPD basis set) results for C2H38O19Sr as an isolated structure.

XYZ file:
```
60
Properties=species:S:1:pos:R:3:lowdin_charge:R:1
Sr -2.61 0.25 -1.70 1.750
O -0.42 -0.97 -1.42 -0.495
C -0.30 -0.63 -0.03 -0.269
C -0.06 0.87 0.01 -0.395
O -1.20 1.63 -0.06 -0.436
H 0.56 -1.19 0.32 0.083
H -1.12 -0.93 0.59 0.097
H 0.61 1.20 -0.80 0.103
H 0.48 1.28 0.86 0.092
O 2.51 2.85 1.39 -0.032
H 2.11 2.89 0.50 0.016
H 2.77 3.73 1.61 0.038
O 1.19 -3.08 -1.16 -0.060
H 0.87 -3.86 -1.62 0.032
H 0.46 -2.39 -1.22 0.026
O 2.15 0.37 2.78 -0.067
H 1.54 -0.41 2.84 0.007
H 1.78 0.97 2.16 -0.054
O -3.57 -0.88 2.64 -0.029
H -3.71 -0.28 1.92 -0.021
H -3.17 -0.24 3.24 0.060
O -2.22 -3.11 1.90 -0.070
H -2.36 -2.37 2.46 -0.038
H -2.01 -3.79 2.57 0.061
O -4.10 1.14 0.48 -0.086
H -4.86 0.54 0.50 0.067
H -4.13 1.67 1.25 0.051
O -0.01 3.88 -0.79 -0.037
H -0.27 3.00 -0.58 -0.054
H 0.65 3.81 -1.46 -0.041
O 1.68 0.01 -2.62 -0.061
H 0.91 -0.26 -2.14 -0.063
H 2.22 0.34 -1.88 -0.003
O -0.62 -1.56 -3.85 -0.110
H -0.42 -1.18 -2.92 -0.022
H 0.21 -1.34 -4.26 0.052
O 2.96 -1.01 -0.31 -0.022
H 2.15 -1.25 0.12 -0.012
H 3.33 -0.30 0.22 0.047
O -2.05 3.44 1.51 -0.086
H -1.31 3.42 2.13 0.024
H -1.71 2.80 0.83 -0.036
O -0.85 -4.19 -3.00 -0.027
H -0.54 -3.31 -3.20 -0.021
H -0.89 -4.59 -3.82 0.003
O 3.49 2.06 -1.67 -0.019
H 2.89 2.69 -2.03 -0.020
H 4.26 2.54 -1.43 0.046
O -0.88 0.80 2.74 -0.048
H -0.98 0.82 1.77 0.008
H -0.72 1.73 2.97 0.081
O 0.69 -4.03 1.22 -0.015
H 0.29 -4.86 1.34 0.022
H 0.66 -3.77 0.33 -0.050
O 1.41 3.39 -2.94 -0.028
H 1.02 2.50 -2.90 0.064
H 1.15 3.68 -3.80 0.063
O 0.19 -1.68 3.06 -0.111
H 0.04 -2.14 2.21 -0.005
H -0.16 -0.71 3.15 0.048
```

The calculation puts the frontier orbital gap at 7.314 eV. The calculation puts the calculated total energy at -42428.69072 eV. The strongest force on any atom comes out at 3.60 eV/A.



# 3
DFT (ωB97M-V with the def2-TZVPD basis set) results for C37H39ClN5O3PbSb as an isolated structure.

XYZ file:
```
87
Properties=species:S:1:pos:R:3:lowdin_charge:R:1
Pb -0.19 -0.39 -0.22 1.511
C 2.39 -2.26 1.70 -0.025
C 3.07 -0.99 1.28 -0.324
C 4.45 -0.89 1.19 -0.014
C 5.02 0.31 0.79 -0.055
C 4.19 1.37 0.48 -0.134
C 2.82 1.19 0.56 -0.457
N 2.28 0.05 0.97 -0.011
Sb 1.63 2.92 -0.06 1.522
C 0.50 2.43 -1.87 -0.451
C 0.66 3.38 -2.87 -0.138
C 0.22 3.09 -4.16 -0.048
C -0.34 1.85 -4.40 -0.010
C -0.51 0.95 -3.36 -0.337
C -1.06 -0.42 -3.58 -0.009
N -0.12 1.27 -2.12 -0.086
C 0.06 2.72 1.44 -0.440
C -0.20 3.81 2.26 -0.122
C -1.17 3.68 3.25 -0.054
C -1.83 2.47 3.39 -0.017
C -1.51 1.42 2.53 -0.257
C -2.25 0.11 2.67 -0.128
N -0.59 1.56 1.57 -0.004
H 3.11 -3.04 1.93 0.081
H 1.74 -2.61 0.89 0.056
H 1.76 -2.08 2.58 0.081
H 5.07 -1.75 1.42 0.114
H 6.09 0.41 0.71 0.110
H 4.59 2.33 0.16 0.081
H 1.14 4.32 -2.65 0.077
H 0.33 3.81 -4.95 0.110
H -0.66 1.57 -5.40 0.116
H -1.53 -0.49 -4.56 0.089
H -1.79 -0.70 -2.82 0.061
H -0.25 -1.15 -3.53 0.083
H 0.35 4.73 2.13 0.085
H -1.41 4.51 3.90 0.111
H -2.58 2.33 4.15 0.118
H -2.43 -0.08 3.73 0.126
H -1.22 -1.69 2.67 0.127
H -3.22 0.22 2.19 0.103
Cl 5.47 -4.57 -4.51 0.622
C 4.20 -3.81 -3.59 -0.688
C 3.36 -4.59 -2.78 -0.105
C 2.35 -3.99 -2.08 -0.014
C 2.08 -2.59 -2.13 -0.380
O 1.07 -2.12 -1.48 -0.268
C 2.98 -1.82 -2.92 -0.128
C 2.94 -0.38 -3.04 -0.202
O 2.23 0.42 -2.44 -0.021
C 4.01 -2.46 -3.65 -0.087
H 3.53 -5.66 -2.72 0.104
H 1.69 -4.59 -1.45 0.101
H 3.66 0.02 -3.79 0.123
H 4.66 -1.85 -4.26 0.106
C -4.58 1.15 0.17 -0.077
C -4.68 0.66 -1.27 -0.364
C -3.82 1.55 -2.18 -0.059
C -4.41 -0.82 -1.53 -0.139
C -5.26 -1.41 -2.47 -0.060
C -5.23 -2.76 -2.75 -0.085
C -4.28 -3.55 -2.12 -0.050
C -3.36 -3.01 -1.24 -0.134
C -2.25 -3.90 -0.71 -0.376
C -1.65 -4.77 -1.83 -0.070
C -2.72 -4.81 0.43 -0.060
C -3.42 -1.62 -0.92 -0.217
N -2.49 -1.01 -0.07 -0.161
H -5.02 2.15 0.25 0.080
H -3.54 1.20 0.49 0.037
H -5.11 0.48 0.84 0.087
H -5.72 0.81 -1.57 0.121
H -2.79 1.59 -1.80 0.059
H -4.20 2.58 -2.19 0.080
H -3.80 1.18 -3.20 0.080
H -6.00 -0.79 -2.96 0.109
H -5.94 -3.19 -3.43 0.098
H -4.25 -4.61 -2.34 0.106
H -1.45 -3.26 -0.34 0.097
H -2.34 -5.57 -2.12 0.070
H -0.73 -5.25 -1.48 0.067
H -1.41 -4.17 -2.71 0.085
H -3.53 -5.46 0.08 0.079
H -3.10 -4.22 1.27 0.066
H -1.91 -5.44 0.79 0.077
O -2.49 -1.73 1.22 -0.221
N -1.59 -1.02 2.02 -0.128
```

The calculation puts the frontier orbital gap at 6.424 eV. The calculation puts the calculated total energy at -76899.27705 eV. The strongest force on any atom comes out at 0.61 eV/A. The value obtained for the energy above the lowest of the compared OMol25 structures with the same formula, charge and spin is 206.9 kJ/mol.



# 4
DFT (ωB97M-V with the def2-TZVPD basis set) results for C24H25F6IMoN5O11S5 as an isolated structure.

XYZ file:
```
78
Properties=species:S:1:pos:R:3:mulliken_spin:R:1
Mo 0.41 0.12 0.28 1.901
F -4.33 1.02 0.38 0.000
C -3.97 2.08 -0.34 0.003
F -4.90 2.33 -1.24 0.000
F -3.81 3.13 0.46 0.000
S -2.35 1.73 -1.16 -0.001
O -1.52 1.44 0.03 -0.047
O -2.02 2.88 -1.92 0.001
N -2.67 0.46 -2.02 0.000
S -2.03 -0.94 -1.82 0.008
O -1.43 -1.10 -0.48 0.064
O -1.27 -1.43 -2.92 0.003
C -3.48 -2.06 -1.66 0.005
F -4.15 -2.13 -2.80 0.001
F -3.03 -3.28 -1.33 0.000
F -4.28 -1.63 -0.69 0.000
O 3.38 -2.35 -0.57 0.005
S 2.28 -1.56 -1.01 0.031
O 0.94 -2.02 -0.64 0.019
O 2.32 -0.16 -0.38 -0.038
C 2.34 -1.38 -2.75 0.001
C 2.87 -2.48 -3.42 -0.005
C 2.85 -2.52 -4.80 0.001
C 2.31 -1.46 -5.51 0.000
C 1.79 -0.36 -4.85 0.000
C 1.80 -0.31 -3.46 0.002
S 1.20 1.22 -2.75 -0.004
O 0.43 1.87 -3.75 -0.002
O 2.33 1.90 -2.18 0.003
O 0.25 0.75 -1.62 0.055
H 3.29 -3.30 -2.85 0.000
H 3.26 -3.38 -5.31 0.000
H 2.29 -1.49 -6.59 0.000
H 1.36 0.47 -5.39 0.000
I 0.92 6.15 1.83 0.000
C 1.33 4.22 1.24 0.006
C 2.53 3.73 0.75 0.027
N 2.36 2.43 0.53 0.022
N 1.10 2.04 0.81 -0.027
C 0.46 3.14 1.24 0.045
H 3.46 4.22 0.54 0.000
H 2.94 1.82 -0.03 0.004
H -0.58 3.10 1.53 -0.001
S -0.98 0.04 2.32 -0.088
C -1.32 -1.62 2.60 0.028
N -0.99 -2.67 1.85 0.002
C -1.67 -3.89 2.32 0.000
C -2.25 -3.45 3.68 0.001
N -2.02 -2.01 3.66 -0.003
H -0.72 -2.55 0.88 0.005
H -0.96 -4.71 2.42 0.000
H -2.44 -4.18 1.61 0.000
H -1.73 -3.92 4.52 -0.001
H -3.31 -3.67 3.76 -0.001
H -2.29 -1.37 4.39 0.000
C 7.28 0.92 4.35 0.000
C 6.00 0.29 3.88 0.000
C 4.80 0.98 3.95 -0.001
C 3.61 0.43 3.51 0.002
C 2.34 1.20 3.79 -0.001
C 3.64 -0.87 2.96 -0.005
C 2.51 -1.47 2.29 -0.014
O 1.54 -0.85 1.83 -0.016
C 4.84 -1.62 2.95 -0.001
C 4.92 -3.04 2.43 0.002
C 6.00 -1.01 3.39 0.000
H 7.12 1.93 4.71 0.000
H 8.01 0.96 3.53 0.000
H 7.73 0.33 5.15 0.000
H 4.78 1.98 4.38 0.000
H 2.50 2.26 3.61 0.000
H 2.10 1.09 4.85 0.000
H 1.48 0.87 3.22 0.005
H 2.52 -2.55 2.17 0.004
H 4.72 -3.08 1.36 0.000
H 4.22 -3.70 2.94 0.000
H 5.92 -3.44 2.60 0.000
H 6.93 -1.57 3.37 0.000
```

The calculation puts the frontier orbital gap (spin up / spin down) at 7.267 / 7.509 eV. The calculation puts the calculated total energy at -135698.94573 eV. The strongest force on any atom comes out at 1.29 eV/A. The value obtained for the energy above the lowest of the compared OMol25 structures with the same formula, charge and spin is 7.6 kJ/mol. The expectation value of S² is 2.01. The multiplicity is 3. The total charge is +1.